{
  "formula": "C18H56F3N13O12S",
  "method": "ωB97M-V/def2-TZVPD",
  "elements": ["O", "H", "H", "H", "C", "F", "F", "F", "S", "O", "O", "O", "C", "O", "N", "N", "H", "H", "H", "H", "C", "O", "N", "N", "H", "H", "H", "H", "C", "O", "N", "N", "H", "H", "H", "H", "C", "O", "N", "N", "H", "H", "H", "H", "C", "O", "N", "N", "H", "H", "H", "H", "C", "C", "C", "O", "C", "N", "H", "H", "H", "H", "H", "H", "H", "H", "H", "H", "H", "C", "C", "C", "O", "C", "N", "H", "H", "H", "H", "H", "H", "H", "H", "H", "H", "H", "C", "C", "C", "O", "C", "N", "H", "H", "H", "H", "H", "H", "H", "H", "H", "H", "H"],
  "coordinates": [[0.301, -10.894, -22.199], [-0.086, -10.536, -21.397], [1.253, -10.767, -22.189], [0.267, -11.853, -22.161], [-1.326, -13.131, -15.546], [-1.007, -14.292, -16.110], [-2.615, -12.882, -15.787], [-1.163, -13.097, -14.193], [-0.154, -11.729, -16.400], [-0.638, -10.451, -15.912], [1.199, -12.178, -15.938], [-0.311, -11.918, -17.880], [0.519, -5.062, -17.477], [0.126, -4.006, -16.954], [1.705, -5.417, -17.773], [-0.276, -6.065, -17.644], [1.986, -6.182, -18.369], [2.445, -4.776, -17.526], [-1.243, -5.873, -17.424], [0.118, -6.968, -17.865], [4.980, -10.570, -19.846], [3.802, -10.308, -20.059], [5.288, -11.076, -18.738], [5.972, -10.316, -20.657], [6.221, -11.414, -18.548], [4.591, -11.162, -18.013], [6.832, -10.754, -20.360], [5.827, -9.812, -21.520], [4.218, -16.194, -18.712], [4.886, -16.856, -19.517], [3.311, -15.324, -18.955], [4.355, -16.226, -17.455], [2.875, -14.776, -18.227], [3.132, -14.995, -19.893], [5.053, -16.804, -17.010], [3.821, -15.499, -17.001], [-2.258, -7.526, -12.389], [-2.428, -7.161, -11.249], [-2.969, -8.492, -12.983], [-1.208, -7.276, -13.064], [-2.791, -8.725, -13.949], [-3.643, -9.097, -12.536], [-0.944, -7.952, -13.767], [-0.526, -6.733, -12.555], [2.995, -10.911, -11.553], [3.151, -10.825, -10.353], [3.689, -11.660, -12.345], [2.346, -10.070, -12.310], [3.563, -11.748, -13.344], [4.281, -12.319, -11.860], [2.498, -10.307, -13.280], [1.664, -9.383, -12.021], [-8.216, -15.135, -16.669], [-7.672, -16.206, -17.668], [-6.591, -17.110, -17.025], [-6.120, -17.984, -18.097], [-5.194, -19.088, -17.664], [-8.775, -16.881, -18.286], [-7.563, -14.267, -16.586], [-8.485, -15.557, -15.700], [-9.159, -14.666, -16.950], [-7.269, -15.781, -18.587], [-7.040, -17.848, -16.359], [-5.744, -16.539, -16.646], [-4.276, -18.800, -17.153], [-4.939, -19.734, -18.505], [-5.743, -19.722, -16.968], [-8.245, -17.588, -18.775], [-9.163, -16.455, -19.116], [-0.934, -12.583, -6.582], [-0.098, -12.995, -7.805], [0.735, -14.295, -7.446], [1.456, -14.137, -6.246], [2.576, -13.185, -6.231], [-1.094, -13.262, -8.917], [-0.183, -12.204, -5.889], [-1.494, -13.445, -6.222], [-1.663, -11.811, -6.831], [0.430, -12.058, -7.979], [1.494, -14.527, -8.193], [-0.037, -15.057, -7.340], [3.018, -13.047, -5.244], [2.204, -12.178, -6.422], [3.340, -13.390, -6.981], [-1.416, -12.385, -9.300], [-0.615, -13.716, -9.682], [-7.366, -9.301, -19.321], [-6.047, -10.128, -19.101], [-5.568, -10.767, -20.418], [-4.269, -11.331, -20.259], [-4.323, -12.841, -20.290], [-5.044, -9.289, -18.555], [-8.290, -9.772, -19.656], [-7.248, -8.472, -20.020], [-7.617, -8.806, -18.383], [-6.313, -10.957, -18.444], [-5.550, -10.076, -21.261], [-6.356, -11.487, -20.641], [-3.383, -13.291, -20.611], [-5.161, -13.225, -20.873], [-4.465, -13.186, -19.266], [-4.241, -9.901, -18.535], [-4.795, -8.862, -19.436]],
  "lowdin_charge": [0.40, 0.20, 0.19, 0.19, -0.61, 0.12, 0.11, 0.10, 0.51, -0.37, -0.41, -0.43, -0.80, 0.01, 0.16, 0.16, 0.12, 0.12, 0.13, 0.11, -0.83, -0.02, 0.18, 0.18, 0.12, 0.14, 0.11, 0.12, -0.81, 0.01, 0.16, 0.17, 0.11, 0.12, 0.14, 0.11, -0.79, 0.03, 0.15, 0.16, 0.10, 0.11, 0.11, 0.13, -0.80, 0.03, 0.15, 0.17, 0.11, 0.12, 0.10, 0.12, -0.06, -0.44, -0.15, -0.24, -0.06, 0.01, 0.06, 0.07, 0.06, 0.12, 0.12, 0.13, 0.08, 0.08, 0.07, 0.06, 0.07, -0.08, -0.40, -0.19, -0.21, -0.06, 0.02, 0.07, 0.08, 0.07, 0.12, 0.11, 0.12, 0.08, 0.07, 0.08, 0.06, 0.05, -0.06, -0.46, -0.23, -0.21, -0.04, 0.05, 0.07, 0.07, 0.07, 0.14, 0.12, 0.11, 0.07, 0.08, 0.08, 0.07, 0.07],
  "total_charge": 0,
  "total_energy_ev": -82496.9676,
  "homo_energy_ha": -0.3189
}